# 1
The following is a quantum chemistry calculation of a single C4H9F3O2SSi molecule in a non-equilibrium geometry, from the OMol25 dataset.

Its energy above the lowest of the compared OMol25 structures with the same formula, charge and spin is 0.0 kJ/mol. Its multiplicity is 3. Its LUMO energy (alpha / beta) is 0.019 / -0.138 Ha. The value obtained for the gap between HOMO and LUMO (alpha / beta) is 7.83 / 6.40 eV. The energy is -1295.42696 hartree.

The geometry in XYZ format:
```
20
Properties=species:S:1:pos:R:3:lowdin_charge:R:1
C 1.47 0.03 1.37 -0.1582
C -0.52 -2.34 0.90 -0.1741
C -1.81 0.52 1.45 -0.1937
C 0.87 1.82 -2.51 -0.7398
O 0.09 -0.53 -3.45 -0.4188
O -0.51 0.03 -0.83 -0.4097
F 1.13 2.42 -1.36 0.1363
F 1.80 2.13 -3.40 0.1414
F -0.31 2.24 -2.89 0.1592
Si -0.39 -0.43 0.72 0.3548
S 0.82 -0.16 -2.29 1.0196
H 1.42 -0.09 2.47 0.0241
H 2.27 -0.71 1.01 0.0486
H 1.75 1.00 1.24 -0.0445
H -0.95 -2.75 -0.04 0.0309
H 0.53 -2.70 1.09 0.0311
H -1.15 -2.81 1.66 0.0238
H -1.81 0.70 2.68 0.1017
H -1.88 1.54 1.02 0.0187
H -2.82 0.07 1.16 0.0484
```



# 2
The following is a quantum chemistry calculation of 4 unconnected molecules or ions with the total composition C6H17NO in a non-equilibrium geometry, from the OMol25 dataset.

Its energy above the lowest of the compared OMol25 structures with the same formula, charge and spin is 663.6 kJ/mol. Its LUMO energy is -0.082 Ha. The value obtained for the gap between HOMO and LUMO is 5.69 eV. The energy is -368.54811 hartree.

The geometry in XYZ format:
```
25
Properties=species:S:1:pos:R:3:lowdin_charge:R:1
C -0.94 1.75 0.39 -0.1865
C -0.04 1.46 1.43 -0.0585
C -0.03 0.15 2.12 -0.0709
C -1.98 1.09 -0.20 0.0951
N 0.65 -1.35 -1.74 -0.1654
C -0.64 -1.79 -1.12 -0.1566
C 0.58 0.11 -1.81 -0.1866
H -0.84 2.77 0.06 0.1046
H 2.39 0.91 0.66 0.0689
H 2.32 0.99 -0.07 0.0641
H 0.63 2.28 1.68 0.1107
H 0.56 -0.66 1.60 -0.0088
H -1.07 -0.18 2.20 0.0989
H 0.31 0.33 3.15 0.0947
H -2.46 1.64 -1.00 0.0778
H -2.37 0.11 0.05 0.0712
H -0.64 -1.50 -0.07 0.0410
H -1.44 -1.31 -1.69 0.0612
H -0.70 -2.87 -1.17 0.0725
H 1.41 0.51 -2.39 0.0774
H -0.39 0.39 -2.25 0.0692
H 0.53 0.41 -0.77 -0.0075
H 1.44 -2.34 1.03 0.0040
H 1.28 -1.49 -0.90 0.0475
O 1.44 -1.41 0.82 -0.3181
```